Version i
8
Properties=species:S:1:pos:R:3:mulliken_charge:R:1 method="wB97M-V/def2-TZVPD" mol_weight_g_mol=89.1 e_lumo_ev="-0.540 / -0.942" e_homo_ha="-0.301 / -0.385" gap_ev="7.65 / 9.53"
C -1.35 -0.12 -0.19 0.2414
C -0.07 0.41 -0.30 0.3060
N -2.22 -0.88 -0.02 -0.3804
O 0.32 1.74 -0.40 -0.4824
S 1.31 -0.63 -0.68 -0.2293
H -0.22 -0.50 2.15 0.0338
H 1.23 1.91 -0.02 0.3395
H 1.00 -1.93 -0.53 0.1715

Version ii
8
Properties=species:S:1:pos:R:3:mulliken_charge:R:1 method="wB97M-V/def2-TZVPD" mol_weight_g_mol=89.1 e_lumo_ev="-0.312 / -0.310" e_homo_ha="-0.312 / -0.312" gap_ev="8.17 / 8.18"
C 0.19 -0.10 -0.33 0.1054
C -0.24 0.78 0.76 -0.2325
N -0.74 -0.62 0.49 -0.4417
O 0.86 -1.25 -2.63 -0.4724
S 0.93 0.02 -1.96 0.2788
H 0.32 0.77 1.70 0.2418
H -0.92 1.56 0.58 0.2259
H -0.38 -1.16 1.39 0.2947

Last place for stability: version i

Version i
14
Properties=species:S:1:pos:R:3:mulliken_charge:R:1 method="wB97M-V/def2-TZVPD" mol_weight_g_mol=83.1 e_lumo_ev=0.700 e_homo_ha=-0.362 gap_ev=10.56 smiles="C=N.O.O.O"
C 2.17 0.13 0.68 -0.2758
N 1.19 -0.56 1.10 -0.4499
H 1.88 1.08 0.24 0.2296
H 3.21 -0.11 0.91 0.2720
H 1.50 -1.06 1.96 0.2334
H -4.85 1.79 2.27 0.3188
H -4.45 2.99 3.21 0.3207
O -4.78 2.09 3.18 -0.6396
H 2.01 -2.39 -1.74 0.3157
H 2.51 -2.32 -3.18 0.3111
O 1.78 -2.65 -2.65 -0.6362
H -0.70 0.27 -2.80 0.3003
H -1.06 0.56 -1.29 0.3059
O -0.42 0.19 -1.89 -0.6061

Version ii
14
Properties=species:S:1:pos:R:3:mulliken_charge:R:1 method="wB97M-V/def2-TZVPD" mol_weight_g_mol=83.1 e_lumo_ev=0.729 e_homo_ha=-0.370 gap_ev=10.78 smiles="C=N.O.O.O"
C 1.76 1.13 -0.58 -0.1292
N 0.90 1.55 0.29 -0.4541
H 1.67 0.10 -0.98 0.1057
H 2.42 1.86 -1.11 0.2319
H 1.34 2.28 0.73 0.2432
H -3.63 1.86 1.94 0.2941
H -4.61 0.94 2.41 0.3083
O -3.72 1.19 2.54 -0.6036
H 2.17 -3.13 -1.64 0.3242
H 2.06 -2.32 -0.23 0.3362
O 2.44 -2.33 -1.18 -0.6554
H -1.67 -0.80 -0.57 0.3350
H -0.20 -1.05 -0.56 0.2818
O -0.94 -1.27 -1.05 -0.6182

Last place for stability: version ii

Version i
64
Properties=species:S:1:pos:R:3:mulliken_charge:R:1 method="wB97M-V/def2-TZVPD" mol_weight_g_mol=499.6 e_lumo_ev=0.482 e_homo_ha=-0.284 gap_ev=8.22
C 5.02 3.04 1.40 -1.6406
C 3.58 3.36 1.64 0.4878
C 2.66 2.35 1.88 0.8032
C 1.32 2.65 2.08 -1.3075
C 0.89 3.97 2.09 -0.1383
C 1.80 4.98 1.85 -0.9945
C 3.13 4.68 1.61 -0.5617
H 3.84 5.48 1.43 0.4572
H 1.47 6.01 1.85 0.4071
H -0.14 4.20 2.31 0.6287
N 0.40 1.59 2.33 0.6530
C -0.66 1.29 1.55 0.6638
O -1.41 0.37 1.81 -0.7201
C -0.85 2.13 0.31 -1.0970
H -1.63 1.68 -0.31 0.4382
H -1.15 3.15 0.55 0.7018
S 0.69 2.30 -0.70 0.5573
O 0.23 2.84 -1.98 -0.7900
C 0.93 0.49 -1.02 -0.7553
C -0.29 -0.21 -1.58 0.4850
O -0.72 -1.24 -1.09 -0.6524
N -0.80 0.42 -2.66 0.0646
C -1.91 0.06 -3.44 0.3985
C -2.35 1.00 -4.37 -0.6439
C -3.44 0.74 -5.20 -1.1099
C -4.05 -0.48 -5.07 0.9581
C -3.61 -1.42 -4.13 0.7633
C -2.54 -1.18 -3.31 -1.0392
H -2.21 -1.90 -2.58 0.6284
O -4.39 -2.54 -4.21 -0.4894
C -5.34 -2.28 -5.22 -0.2607
O -5.12 -1.00 -5.75 -0.4767
H -6.35 -2.34 -4.79 0.2398
H -5.24 -3.04 -6.02 0.2379
H -3.78 1.46 -5.92 0.4188
H -1.85 1.95 -4.44 0.4384
H -0.43 1.35 -2.85 0.1549
H 1.23 0.03 -0.08 -0.1900
H 1.75 0.44 -1.73 0.8699
C 0.66 0.76 3.49 -1.1669
H 1.26 1.33 4.20 0.3988
H -0.31 0.50 3.95 0.4567
C 1.42 -0.54 3.14 0.6003
O 2.61 -0.64 3.34 -0.7198
N 0.65 -1.50 2.62 -0.0126
H -0.32 -1.30 2.41 0.3376
C 1.13 -2.83 2.34 -0.0732
H 2.17 -2.84 2.69 0.4252
C 1.03 -3.19 0.85 -0.0775
C 0.39 -4.57 0.80 -0.8430
H 1.15 -5.35 0.93 0.3372
C -0.55 -4.56 1.99 -0.6050
H -1.42 -3.94 1.76 0.2415
H -0.89 -5.55 2.28 0.4124
C 0.29 -3.89 3.08 -0.9563
H 0.95 -4.63 3.54 0.3192
H -0.31 -3.44 3.87 0.3669
H -0.12 -4.75 -0.14 0.3958
H 0.37 -2.47 0.35 -0.2930
H 2.00 -3.16 0.35 0.4329
H 2.99 1.33 1.93 0.3594
H 5.67 3.79 1.85 0.4099
H 5.22 3.01 0.33 0.2897
H 5.27 2.06 1.81 0.3749

Version ii
64
Properties=species:S:1:pos:R:3:mulliken_charge:R:1 method="wB97M-V/def2-TZVPD" mol_weight_g_mol=499.6 e_lumo_ev=0.382 e_homo_ha=-0.310 gap_ev=8.83 smiles="COc1ccc(N(C(=O)CNS(=O)(=O)c2ccccc2)[C@H](C(=O)NCc2ccco2)C(C)C)cc1"
C 5.13 -4.72 2.45 -0.8594
H 5.52 -5.74 2.40 0.2519
O 3.97 -4.72 1.66 -0.4683
C 3.26 -3.57 1.55 0.8761
C 2.10 -3.64 0.77 -1.0220
C 1.30 -2.53 0.59 0.3930
C 1.66 -1.32 1.18 -1.9571
C 2.80 -1.24 1.96 -0.7495
C 3.60 -2.36 2.14 -0.3999
H 4.49 -2.27 2.75 0.4299
H 3.07 -0.31 2.42 0.4784
N 0.82 -0.18 1.01 1.4655
C 0.85 0.55 -0.11 0.7669
O 0.07 1.45 -0.38 -0.7186
C 2.01 0.26 -1.07 -1.6356
N 1.69 -0.89 -1.88 -0.0210
S 0.16 -1.01 -2.54 1.1567
O 0.29 -2.01 -3.56 -0.7607
O -0.77 -1.24 -1.48 -0.5098
C -0.20 0.57 -3.30 0.3324
C -1.35 1.25 -2.94 0.1340
C -1.62 2.47 -3.53 -0.4537
C -0.74 3.00 -4.47 -0.6404
C 0.40 2.30 -4.83 -0.6004
C 0.67 1.07 -4.24 -0.6157
H 1.55 0.51 -4.52 0.4243
H 1.07 2.71 -5.57 0.3980
H -0.95 3.95 -4.92 0.4099
H -2.51 3.01 -3.25 0.4691
H -2.00 0.81 -2.21 0.1612
H 2.39 -1.12 -2.57 0.3089
H 2.93 0.05 -0.51 0.5624
H 2.15 1.17 -1.67 0.3409
C -0.15 0.03 2.09 0.3971
C -0.25 1.49 2.56 1.1285
C -1.25 1.58 3.71 -1.6054
H -0.92 0.97 4.55 0.4080
H -1.34 2.61 4.04 0.4458
H -2.23 1.23 3.40 0.3063
C 1.12 2.00 3.00 -1.6220
H 1.51 1.39 3.81 0.3048
H 1.03 3.03 3.35 0.5116
H 1.82 1.99 2.17 0.2047
H -0.60 2.11 1.73 0.1474
H 0.20 -0.58 2.93 0.6975
C -1.53 -0.55 1.71 -0.9122
O -2.03 -1.47 2.33 -0.7002
N -2.13 0.09 0.69 0.5803
H -1.57 0.74 0.14 -0.2042
C -3.34 -0.41 0.09 -0.5679
C -4.08 0.71 -0.56 0.0004
C -4.10 2.05 -0.31 0.0745
C -4.94 2.63 -1.29 -0.7510
C -5.37 1.60 -2.06 -0.5017
O -4.85 0.43 -1.63 -0.4148
H -6.03 1.56 -2.91 0.4857
H -5.19 3.66 -1.40 0.4766
H -3.57 2.56 0.47 0.5629
H -3.94 -0.87 0.89 0.5729
H -3.11 -1.18 -0.66 0.1770
H 0.41 -2.58 -0.01 0.7004
H 1.84 -4.59 0.32 0.4781
H 5.89 -4.03 2.06 0.3329
H 4.91 -4.47 3.49 0.3390

Last place for stability: version ii

Version i
54
Properties=species:S:1:pos:R:3:mulliken_charge:R:1 method="wB97M-V/def2-TZVPD" mol_weight_g_mol=376.5 e_lumo_ev=0.738 e_homo_ha=-0.267 gap_ev=8.00 smiles=CCOc1ccccc1N1CCN(C[C@@H](O)COCc2cccs2)CC1
C -5.85 -0.91 -0.36 -1.4310
C -4.61 -1.69 -0.77 -0.4430
H -4.68 -2.73 -0.40 0.4012
H -4.53 -1.72 -1.87 0.4001
O -3.49 -1.05 -0.21 -0.2991
C -2.25 -1.60 -0.39 0.3163
C -2.01 -2.74 -1.14 -0.5624
C -0.74 -3.28 -1.23 -0.9932
C 0.31 -2.67 -0.57 -0.6629
C 0.09 -1.52 0.16 0.3712
C -1.17 -0.94 0.26 0.7172
N -1.42 0.18 1.03 0.1418
C -0.48 0.63 2.02 -1.2984
C 0.53 1.65 1.45 0.0483
N -0.05 2.43 0.36 0.2447
C -1.48 2.60 0.58 -1.2914
C -2.25 1.26 0.52 -0.5086
H -3.17 1.34 1.12 0.3660
H -2.53 1.04 -0.51 0.4205
H -1.87 3.29 -0.17 0.3687
H -1.60 3.07 1.56 0.4158
C 0.30 1.97 -0.98 -0.6110
H 0.55 0.91 -1.02 0.2669
C 1.48 2.79 -1.52 -0.0373
O 1.20 4.17 -1.43 -0.6684
H 0.78 4.29 -0.56 0.4254
C 2.80 2.49 -0.78 -0.9574
O 2.95 1.09 -0.66 -0.0992
C 4.14 0.70 -0.01 -1.0474
C 4.06 -0.76 0.26 0.4925
C 3.68 -1.38 1.41 -0.4867
C 3.65 -2.78 1.30 -0.4491
C 4.01 -3.21 0.07 -0.5259
S 4.39 -1.91 -0.99 -0.1529
H 4.08 -4.22 -0.30 0.4806
H 3.38 -3.44 2.11 0.3973
H 3.43 -0.84 2.31 0.4420
H 5.01 0.94 -0.64 0.5297
H 4.25 1.25 0.94 0.3211
H 2.77 2.96 0.22 0.2543
H 3.64 2.92 -1.33 0.4717
H 1.62 2.57 -2.58 0.5108
H -0.55 2.15 -1.65 0.5518
H 1.41 1.14 1.07 -0.2698
H 0.84 2.34 2.24 0.3618
H -1.06 1.10 2.82 0.3563
H 0.04 -0.23 2.45 0.5430
H 0.94 -1.06 0.65 0.1469
H 1.31 -3.08 -0.63 0.1908
H -0.58 -4.17 -1.82 0.3922
H -2.82 -3.23 -1.64 0.3894
H -5.78 0.11 -0.73 0.3119
H -6.74 -1.37 -0.76 0.4370
H -5.92 -0.87 0.73 0.3097

Version ii
54
Properties=species:S:1:pos:R:3:mulliken_charge:R:1 method="wB97M-V/def2-TZVPD" mol_weight_g_mol=376.5 e_lumo_ev=0.465 e_homo_ha=-0.325 gap_ev=9.30 smiles="O=C(NCCC1=CCCCC1)C1CCN(S(=O)(=O)c2ccccc2)CC1"
O -3.19 -3.14 -0.87 -0.7040
C -2.33 -2.43 -0.38 0.1170
N -2.60 -1.31 0.31 -0.0026
H -1.85 -0.73 0.65 0.1349
C -3.94 -0.81 0.52 -0.9284
H -4.63 -1.59 0.19 0.5486
H -4.08 -0.63 1.60 0.3638
C -4.20 0.49 -0.25 -1.4162
C -3.12 1.51 0.03 0.5853
C -3.00 2.11 1.21 -0.2719
C -1.93 3.09 1.55 -0.6509
C -1.23 3.62 0.31 -1.0881
C -0.88 2.45 -0.61 0.3558
C -2.17 1.80 -1.11 -0.8723
H -1.94 0.87 -1.64 0.3251
H -2.67 2.46 -1.82 0.4684
H -0.29 2.80 -1.46 0.4964
H -0.30 1.73 -0.05 -0.5131
H -0.33 4.17 0.59 0.3894
H -1.90 4.31 -0.22 0.3682
H -2.35 3.91 2.13 0.4613
H -1.19 2.59 2.19 0.2337
H -3.70 1.87 2.00 0.3864
H -5.17 0.88 0.05 0.4535
H -4.23 0.27 -1.32 0.3200
C -0.84 -2.76 -0.49 0.2693
C -0.25 -3.00 0.90 -0.4647
C 1.26 -3.23 0.81 -1.3033
N 1.92 -2.12 0.15 0.1115
S 2.01 -0.73 1.10 1.4154
O 0.83 0.09 1.03 -0.5678
O 2.43 -1.15 2.41 -0.7797
C 3.36 0.12 0.29 -0.2127
C 3.16 1.35 -0.30 0.0503
C 4.22 1.99 -0.92 -0.6869
C 5.47 1.38 -0.94 -0.3842
C 5.66 0.14 -0.35 -0.6524
C 4.59 -0.50 0.28 -0.4500
H 4.70 -1.45 0.76 0.4278
H 6.63 -0.33 -0.37 0.3929
H 6.30 1.87 -1.43 0.3849
H 4.08 2.95 -1.38 0.4313
H 2.18 1.80 -0.26 0.4482
C 1.42 -1.88 -1.19 -1.3931
C -0.09 -1.64 -1.22 0.5559
H -0.43 -1.58 -2.26 0.5581
H -0.28 -0.68 -0.74 -0.6985
H 1.68 -2.76 -1.79 0.4033
H 1.95 -1.02 -1.59 0.5183
H 1.48 -4.14 0.24 0.4225
H 1.70 -3.31 1.80 0.5112
H -0.41 -2.13 1.54 0.2226
H -0.73 -3.87 1.36 0.4700
H -0.76 -3.68 -1.07 0.4396

Last place for stability: version i

Version i
15
Properties=species:S:1:pos:R:3:mulliken_charge:R:1 method="wB97M-V/def2-TZVPD" mol_weight_g_mol=155.1 e_lumo_ev=0.616 e_homo_ha=-0.337 gap_ev=9.77 smiles=Cl[SiH2]Cl.CC#CC
C -0.75 -0.49 -0.89 0.3145
C -0.58 0.56 -1.53 -0.0474
C -1.25 -1.77 -0.50 -1.0666
C 0.37 1.60 -1.74 -0.8573
Si 0.76 0.27 2.35 0.6784
Cl 1.76 -0.74 0.81 -0.2726
Cl 2.07 1.20 3.44 -0.1592
H -0.12 1.06 1.85 -0.1514
H -1.18 -2.41 -1.30 0.3374
H -0.54 -2.18 0.19 0.3159
H -2.24 -1.80 0.10 0.2475
H 0.69 1.32 -2.75 0.2701
H -0.02 2.67 -1.71 0.2677
H 1.22 1.60 -1.05 0.2273
H -0.17 -0.89 2.73 -0.1044

Version ii
15
Properties=species:S:1:pos:R:3:mulliken_charge:R:1 method="wB97M-V/def2-TZVPD" mol_weight_g_mol=155.1 e_lumo_ev=0.274 e_homo_ha=-0.362 gap_ev=10.13
C -0.66 0.92 0.18 -0.4376
C 0.31 -0.05 0.33 0.2458
C -1.83 0.69 -0.59 -0.4154
C 1.54 0.37 1.17 -0.6027
Si 0.57 -1.62 -0.73 0.3641
Cl -3.34 0.42 0.48 -0.2282
Cl 2.80 1.03 0.11 -0.1650
H -0.55 1.81 0.71 0.3242
H -2.04 1.64 -1.07 0.3262
H -1.72 -0.13 -1.31 0.1866
H 2.09 -0.46 1.73 0.3387
H 1.19 1.18 1.97 0.2989
H 0.62 -2.80 0.32 -0.0550
H 1.69 -1.27 -1.57 -0.0878
H -0.67 -1.74 -1.73 -0.0928

Last place for stability: version ii